A structure of composition C10H12ClHfNO3 at a distorted geometry, computed with ωB97M-V/def2-TZVPD.

The geometry in XYZ format:
```
28
Properties=species:S:1:pos:R:3:forces:R:3:mulliken_charge:R:1
Cl -1.676 2.503 -1.671 0.6 -0.8 1.5 -0.325
C -0.863 -1.926 -1.048 2.0 -0.1 -1.6 -0.260
C 0.573 -2.135 -0.912 -1.6 0.2 -2.2 -0.290
C 1.256 -1.135 -1.703 -0.9 -0.7 -0.1 -0.676
H 0.964 -3.125 -0.689 0.3 0.6 0.9 0.577
C 0.239 -0.310 -2.319 -0.4 -1.0 -0.6 0.369
C -1.077 -0.780 -1.901 0.9 -1.2 -0.6 -0.333
H -2.054 -0.526 -2.357 0.8 0.3 0.6 0.439
H -1.568 -2.739 -0.898 -0.2 0.6 0.8 0.517
H 2.341 -1.172 -1.940 -0.9 0.4 0.3 0.502
C 0.483 0.809 -3.272 -0.3 0.4 0.2 -0.839
Hf 0.064 0.120 -0.064 -1.9 0.6 0.3 1.109
C 2.031 1.229 0.668 4.8 2.6 4.0 0.275
O 2.829 1.671 1.387 -3.9 -2.1 -3.8 -0.085
C -1.773 1.527 0.386 -2.8 2.4 1.7 0.049
O -2.542 2.132 1.040 2.6 -2.3 -1.8 -0.259
H 1.455 1.271 -3.013 -0.5 0.0 -0.6 0.324
H -0.362 1.536 -3.141 1.2 -0.6 -0.6 0.201
H 0.476 0.383 -4.293 0.2 0.4 0.4 0.341
C 0.601 -2.246 3.716 -0.1 -0.1 0.0 -1.168
C 0.084 -1.092 2.890 0.4 1.3 0.9 0.827
N -0.289 0.018 3.540 -0.2 -0.9 -1.0 -0.236
O 0.104 -1.059 1.585 0.0 0.0 2.0 -0.494
H 0.458 -2.050 4.786 -0.1 0.1 -0.3 0.417
H 1.690 -2.375 3.589 -0.4 0.1 -0.3 0.300
H 0.099 -3.201 3.492 0.2 0.4 -0.2 0.329
H -0.698 0.794 3.019 0.1 -0.2 0.3 0.110
H -0.366 0.083 4.549 0.1 -0.3 -0.1 0.277
```
Positions in Å, forces in eV/Å.

E_HOMO: -16.268 eV
strongest force on any atom: 6.7 eV/A
net charge: +2
relative energy (zero: lowest compared OMol25 entry of this formula, charge and spin): 0.0000 eV



A structure of composition C10H12ClNPY at a distorted geometry, computed with ωB97M-V/def2-TZVPD.

The geometry in XYZ format:
```
26
Properties=species:S:1:pos:R:3:forces:R:3:mulliken_charge:R:1
C -0.424 0.607 -2.266 1.7 1.2 -0.3 0.156
C -1.429 1.493 -2.736 0.6 0.1 0.1 -0.993
C -0.806 2.703 -3.162 0.5 -0.9 0.4 -0.311
C 0.602 2.587 -2.962 -0.4 -0.6 0.2 -0.892
C 0.879 1.306 -2.415 -2.0 -0.6 0.0 0.023
Y 1.786 -1.530 -0.380 -0.2 1.7 -0.4 0.952
P -0.307 -3.096 0.271 -1.1 -0.9 0.1 -0.171
H -0.566 -0.415 -1.894 -0.1 0.1 0.0 0.123
H -2.496 1.279 -2.764 0.3 0.1 0.0 0.334
H -1.318 3.568 -3.579 0.1 -0.2 0.1 0.399
H 1.865 0.884 -2.175 -0.1 0.2 -0.1 -0.023
H 1.344 3.352 -3.187 -0.2 -0.2 0.0 0.369
H -0.362 -4.307 -0.510 -0.1 0.5 0.4 0.111
H -1.667 -2.682 0.022 0.5 -0.1 0.1 0.131
H -0.540 -3.722 1.541 0.2 0.4 -0.5 0.119
Cl -2.403 0.883 2.738 -0.2 0.2 0.2 -0.216
C -0.803 0.319 2.452 0.4 0.8 -1.9 0.492
C -0.137 -0.455 3.409 0.8 -1.0 0.8 -0.475
C 1.144 -0.914 3.151 -0.8 -0.1 1.1 -0.591
C 1.722 -0.647 1.917 0.2 -0.7 -1.4 -0.174
N 0.951 -0.050 0.910 0.3 -0.1 -0.3 -0.244
C -0.219 0.586 1.228 -0.2 -0.6 1.1 -0.534
H -0.646 -0.662 4.350 0.3 0.0 -0.2 0.383
H 1.701 -1.507 3.877 -0.2 0.3 0.0 0.372
H 2.810 -0.750 1.720 -0.2 0.4 0.5 0.203
H -0.677 1.169 0.443 -0.1 0.0 -0.2 0.458
```
Positions in Å, forces in eV/Å.

E_HOMO (spin up / spin down): -5.780 / -5.780 eV
strongest force on any atom: 2.1 eV/A



A structure of composition C10H12EuN2O4S at a distorted geometry, computed with ωB97M-V/def2-TZVPD.

The geometry in XYZ format:
```
30
Properties=species:S:1:pos:R:3:forces:R:3:mulliken_charge:R:1
Eu -2.800 -0.111 -1.719 1.2 0.0 0.9 1.309
O -1.325 -0.313 1.821 -0.6 0.3 -4.2 -0.158
C -1.561 -0.226 0.688 0.5 -0.4 4.8 0.139
C -0.623 0.236 -3.147 1.1 0.6 -4.3 0.214
O -0.266 0.391 -4.226 -0.7 -0.5 3.4 -0.159
C -1.650 2.099 -0.971 1.2 5.4 1.0 0.173
O -1.360 3.192 -0.724 -1.0 -4.5 -0.9 -0.117
C -1.237 -2.164 -1.392 2.0 -5.0 0.0 0.175
O -0.755 -3.213 -1.357 -1.7 4.1 0.0 -0.114
C -5.379 -0.361 -1.974 -0.5 0.0 -1.1 -0.719
H -5.486 -1.359 -1.511 0.0 0.4 -0.4 0.408
H -5.656 0.489 -1.325 0.0 -0.3 -0.5 0.412
C -4.961 -0.194 -3.257 -1.1 -0.2 0.5 -0.683
H -4.890 0.799 -3.734 -0.1 -0.4 0.3 0.384
H -4.721 -1.045 -3.918 -0.2 0.3 0.4 0.379
S 0.909 0.157 -0.833 -0.2 0.0 0.1 -0.102
C 1.978 0.150 0.531 1.2 -0.1 0.5 -0.051
N 2.615 -0.983 0.885 -1.2 0.8 -0.6 -0.133
C 3.467 -1.138 2.070 0.3 0.0 -0.7 -0.481
C 3.237 0.039 3.008 -0.1 -0.2 0.3 -0.633
C 3.150 1.406 2.341 0.2 -0.2 -0.3 -0.480
N 2.254 1.286 1.187 -0.8 -0.1 -0.7 -0.130
H 2.463 -1.758 0.248 0.1 0.1 0.4 0.204
H 4.504 -1.221 1.684 -0.4 0.0 0.6 0.332
H 3.144 -2.069 2.565 0.5 0.4 -0.2 0.315
H 4.023 0.037 3.766 -0.2 0.1 0.0 0.369
H 2.274 -0.145 3.498 0.2 0.1 0.1 0.291
H 4.130 1.784 1.974 -0.6 -0.2 0.5 0.314
H 2.667 2.103 3.051 0.6 -0.1 -0.4 0.333
H 1.856 2.130 0.773 0.2 -0.5 0.3 0.209
```
Positions in Å, forces in eV/Å.

multiplicity: 8
E_HOMO (spin up / spin down): -14.764 / -14.777 eV
strongest force on any atom: 5.6 eV/A
net charge: +2
relative energy (zero: lowest compared OMol25 entry of this formula, charge and spin): 1.4362 eV



An isolated molecule of C10H12FNO at a distorted geometry, computed with ωB97M-V/def2-TZVPD.

The geometry in XYZ format:
```
25
Properties=species:S:1:pos:R:3:forces:R:3:mulliken_charge:R:1
N -2.299 2.512 -0.499 -0.1 0.9 0.7 -0.631
C -3.041 1.202 -0.497 1.8 -0.2 -0.3 -0.424
C -1.904 0.156 -0.515 0.9 0.3 0.2 -0.223
C -1.876 -0.981 0.204 2.4 2.6 -2.4 0.409
F -2.831 -1.303 1.033 -1.0 -1.1 0.9 -0.319
C -0.638 -1.885 0.117 -1.4 -0.8 0.8 -0.605
O 0.349 -1.374 -0.778 -3.0 -2.0 0.7 -0.421
C 1.168 -0.508 -0.262 4.4 0.9 -0.8 0.365
C 1.121 0.269 0.846 -2.3 0.0 1.3 0.321
C 2.222 1.033 1.149 0.6 0.8 3.2 -0.658
C 3.446 0.981 0.564 3.4 -0.8 -1.1 -0.306
C 3.605 0.139 -0.604 -1.5 0.1 -0.6 -0.494
C 2.402 -0.509 -0.972 1.3 0.5 -0.8 -0.413
H -2.849 3.383 -0.383 -0.2 -1.1 -0.4 0.234
H -1.607 2.621 0.288 -1.0 -0.9 -1.1 0.198
H -3.629 1.062 0.398 -0.4 -0.1 0.3 0.283
H -3.697 0.985 -1.390 0.7 1.0 0.7 0.283
H -0.889 0.474 -1.006 -2.6 -0.7 0.6 0.313
H -1.009 -2.796 -0.403 0.5 0.2 0.8 0.374
H -0.283 -2.089 1.212 -0.1 0.2 -2.1 0.337
H 0.246 0.276 1.558 1.0 0.1 -1.0 0.311
H 2.177 1.515 2.154 0.0 0.0 -1.0 0.239
H 4.397 1.391 1.077 -1.9 -0.3 -1.0 0.270
H 4.511 -0.020 -1.332 -1.7 0.6 2.0 0.254
H 2.379 -1.052 -1.921 0.1 -0.1 0.4 0.303
```
Positions in Å, forces in eV/Å.

E_HOMO: -8.580 eV
SMILES string: NC/C=C(\F)COc1ccccc1
strongest force on any atom: 4.6 eV/A
relative energy (zero: lowest compared OMol25 entry of this formula, charge and spin): 3.2694 eV



A structure of composition C10H12FNO5PtS2 at a distorted geometry, computed with ωB97M-V/def2-TZVPD.

The geometry in XYZ format:
```
32
Properties=species:S:1:pos:R:3:forces:R:3:mulliken_charge:R:1
Pt -0.832 -0.697 0.214 1.4 1.4 1.1 1.574
N -0.500 -0.754 2.630 -0.1 -0.6 -0.7 -0.546
C -0.851 0.519 3.242 0.1 0.6 0.6 -0.617
C 0.092 1.634 2.825 -0.6 0.4 -1.2 -0.394
C -0.388 2.337 1.468 1.1 0.1 4.2 0.415
O -0.603 3.524 1.584 -0.4 0.8 -0.9 -0.688
O -0.426 1.593 0.477 -0.6 -2.0 -2.7 -0.757
H -1.208 -1.458 2.823 0.2 0.0 0.1 0.276
H 0.411 -1.075 2.945 -0.1 0.0 -0.1 0.245
H -0.813 0.433 4.339 -0.1 -0.2 -0.2 0.405
H -1.879 0.766 2.963 0.1 -0.1 0.0 0.288
H 1.094 1.249 2.632 0.2 -0.1 0.2 0.232
H 0.128 2.424 3.574 0.1 -0.2 0.0 0.305
F 1.875 0.960 -5.104 -0.1 -0.1 0.3 -0.306
C 1.670 0.467 -3.874 0.1 0.0 0.1 0.446
C 1.284 -0.863 -3.734 -0.1 0.0 -0.1 -0.688
C 1.091 -1.377 -2.476 0.0 0.2 0.1 -0.307
C 1.313 -0.584 -1.311 0.0 0.0 0.1 0.257
C 1.306 -1.174 0.001 0.5 -0.1 -0.2 -1.096
C 1.693 0.774 -1.511 0.0 0.0 0.0 -0.108
C 1.873 1.289 -2.768 -0.1 0.0 -0.2 -0.725
H 1.140 -1.469 -4.615 0.0 0.0 -0.1 0.435
H 0.799 -2.409 -2.351 0.0 -0.1 0.0 0.549
H 1.891 -0.647 0.751 -0.2 0.0 0.0 0.420
H 1.395 -2.256 0.041 0.0 0.1 0.0 0.506
H 1.858 1.404 -0.651 -0.1 0.0 0.1 0.285
H 2.165 2.316 -2.919 0.0 0.1 0.0 0.442
O -4.631 -1.738 -0.382 0.2 0.1 0.0 -0.540
S -3.300 -1.281 -0.166 -1.9 -0.8 0.1 0.949
O -2.795 -1.467 1.215 0.1 0.3 -0.1 -0.601
O -2.937 0.035 -0.677 0.2 0.2 -0.4 -0.583
S -1.917 -2.477 -1.185 0.2 0.0 0.0 -0.073
```
Positions in Å, forces in eV/Å.

multiplicity: 5
E_HOMO (spin up / spin down): -7.800 / -8.605 eV
strongest force on any atom: 4.3 eV/A



A structure of composition C10H12I2InN6O3S2 at a distorted geometry, computed with ωB97M-V/def2-TZVPD.

The geometry in XYZ format:
```
36
Properties=species:S:1:pos:R:3:forces:R:3:mulliken_charge:R:1
In 0.105 0.334 0.017 0.0 -1.0 -0.6 1.947
N 1.429 1.336 -1.592 2.3 -1.5 -2.0 -0.571
C 2.695 1.659 -0.841 0.7 1.4 -0.5 -0.784
C 2.287 2.345 0.476 0.0 0.0 1.4 0.812
O 2.775 3.373 0.967 -0.5 -1.8 -1.4 -0.665
N 1.265 1.621 1.019 1.1 0.8 1.8 -0.233
C 0.572 2.185 2.182 1.4 1.2 -0.6 -0.590
C -0.884 2.257 1.955 -0.6 -1.0 -2.5 0.242
O -1.691 2.843 2.582 -0.7 0.8 1.2 -0.568
O -1.294 1.485 0.871 -1.0 0.7 1.4 -0.883
H 1.725 0.891 -2.532 -0.9 0.8 1.9 0.284
H 0.981 2.184 -1.835 -0.7 1.2 -0.4 0.276
H 3.415 2.398 -1.318 -1.1 -1.1 0.0 0.347
H 3.184 0.690 -0.727 0.3 0.3 0.4 0.334
H 1.008 3.188 2.308 -0.4 -0.1 0.2 0.454
H 0.696 1.692 3.129 0.5 -0.6 0.4 0.231
N -1.280 -0.482 3.305 -0.1 1.2 -1.1 -0.318
C -1.028 -1.546 2.539 0.2 -0.8 0.0 0.452
N -0.520 -1.436 1.331 0.0 0.4 0.3 -0.334
C -0.440 -2.640 0.701 -0.5 -0.7 -1.1 -0.312
C -0.870 -3.720 1.410 0.5 2.2 0.6 -0.547
S -1.355 -3.198 2.991 0.1 0.5 -0.4 -0.127
C -0.206 -2.543 -0.758 0.5 0.2 0.9 0.231
C -0.023 -3.548 -1.603 0.1 -2.2 -0.2 -0.286
S -0.211 -3.036 -3.234 0.1 0.7 0.1 -0.121
C -0.372 -1.391 -2.669 1.0 -1.1 -0.7 0.588
N -0.250 -1.283 -1.370 -0.8 -0.6 0.5 -0.121
N -0.440 -0.306 -3.494 -0.8 -1.8 -1.9 -0.294
H -1.736 0.294 2.817 0.3 -0.2 0.2 0.204
H -1.573 -0.581 4.232 -0.5 -0.4 1.4 0.233
H -0.949 -4.722 1.157 0.0 -1.6 -0.6 0.478
H 0.193 -4.607 -1.320 -0.5 1.1 -0.5 0.411
H -0.952 -0.510 -4.407 1.1 0.5 1.5 0.379
H -0.968 0.328 -2.965 -0.9 2.0 0.3 -0.340
I -2.288 2.033 -1.394 -0.4 0.4 0.1 0.327
I -3.000 2.412 -3.929 -0.1 0.0 -0.3 -0.138
```
Positions in Å, forces in eV/Å.

E_HOMO: -11.981 eV
strongest force on any atom: 3.4 eV/A
net charge: +1
relative energy (zero: lowest compared OMol25 entry of this formula, charge and spin): 0.8230 eV



An isolated molecule of C10H12N2 at a distorted geometry, computed with ωB97M-V/def2-TZVPD.

The geometry in XYZ format:
```
24
Properties=species:S:1:pos:R:3:forces:R:3:mulliken_charge:R:1
C 3.986 0.239 -0.359 -2.1 -1.3 2.5 -0.587
C 3.458 -1.037 0.091 -1.5 1.4 -2.5 -0.532
C 2.098 -1.282 0.028 -2.0 4.4 1.2 -0.491
C 1.061 -0.169 0.063 4.0 -0.1 -0.4 -0.218
C -0.408 -0.338 0.224 1.8 1.6 0.5 0.950
N -1.174 0.764 -0.318 -0.9 0.2 -0.1 -0.253
C -2.540 1.240 0.214 1.0 -2.4 -0.2 -0.718
C -3.500 -0.050 -0.194 -1.1 2.4 -0.7 -0.390
C -2.472 -1.113 -0.061 -1.8 -2.7 0.5 -0.316
N -1.332 -0.639 -0.874 0.5 -0.1 3.0 -0.574
C 1.627 1.117 0.160 -0.4 1.1 -3.6 -0.487
C 3.047 1.254 -0.202 -0.5 -0.9 0.1 -0.175
H 5.033 0.415 -0.602 -0.4 0.0 0.1 0.362
H 3.903 -1.970 0.160 2.1 -1.2 0.1 0.389
H 1.752 -2.249 0.154 -0.6 -1.9 0.2 0.428
H -0.414 -0.644 1.292 -1.6 -0.4 -0.7 0.282
H -2.462 1.568 1.248 -0.1 -1.2 0.8 0.276
H -2.670 2.223 -0.168 -0.7 0.4 -1.6 0.333
H -3.764 0.026 -1.347 0.2 0.2 2.5 0.254
H -4.445 -0.169 0.479 1.7 0.2 -1.4 0.323
H -2.756 -2.108 -0.465 -0.2 0.6 -0.1 0.401
H -2.385 -1.348 1.067 0.7 0.7 -1.6 0.197
H 0.888 2.082 -0.148 2.2 -2.7 1.6 0.160
H 3.468 2.186 -0.442 -0.2 1.6 -0.1 0.385
```
Positions in Å, forces in eV/Å.

E_HOMO: -8.866 eV
SMILES string: c1ccc(C2N3CCCN23)cc1
strongest force on any atom: 5.0 eV/A
relative energy (zero: lowest compared OMol25 entry of this formula, charge and spin): 5.5998 eV



A structure of composition C10H12N2O5PbS at a distorted geometry, computed with ωB97M-V/def2-TZVPD.

The geometry in XYZ format:
```
31
Properties=species:S:1:pos:R:3:forces:R:3:mulliken_charge:R:1
O 2.693 1.475 -4.723 -0.3 -0.3 2.5 -0.091
C 2.560 1.324 -3.603 0.5 0.6 -4.6 0.235
Pb 2.137 0.941 -1.033 -2.8 -0.6 -6.2 1.999
O 5.171 1.958 -0.164 -5.3 -1.7 -2.4 -0.146
C 4.094 1.595 -0.466 9.2 2.8 4.4 0.089
C 1.978 0.678 1.172 -1.5 -1.7 11.9 0.222
O 1.835 0.514 2.374 1.1 1.3 -9.3 -0.209
C 2.909 -0.950 -0.953 4.4 -9.8 2.6 -0.145
O 3.294 -2.060 -0.935 -1.6 4.4 -1.3 -0.192
C 1.532 2.833 -0.603 -2.8 9.7 4.3 -0.167
O 1.121 3.911 -0.387 1.5 -3.9 -2.0 -0.188
C -1.859 2.021 0.098 0.5 -0.6 -0.3 -0.861
N -1.738 0.561 0.535 -1.9 2.3 1.9 0.133
C -2.465 0.296 1.811 -0.7 -0.7 -0.2 -1.001
C -1.024 -0.339 -0.048 1.8 0.3 -2.7 0.465
S -0.143 0.193 -1.565 -1.8 -0.6 0.6 -0.275
N -0.957 -1.634 0.171 -0.1 -2.8 0.6 0.031
C -2.149 -2.458 0.498 -0.3 0.6 0.9 -1.246
C 0.272 -2.517 -0.041 -0.4 1.4 0.1 -0.878
H -2.540 2.608 0.728 0.1 -0.8 0.0 0.390
H -2.225 2.056 -0.923 0.1 0.0 -0.1 0.399
H -0.872 2.497 0.164 -0.4 -0.2 -0.1 0.196
H -3.353 -0.332 1.615 0.6 0.2 0.2 0.331
H -1.785 -0.188 2.505 0.0 -0.3 0.1 0.360
H -2.863 1.196 2.288 0.5 0.0 -0.4 0.362
H -2.249 -3.315 -0.162 0.4 0.0 -0.2 0.446
H -2.075 -2.815 1.539 -0.3 0.1 -0.4 0.371
H -3.042 -1.854 0.341 0.0 -0.2 0.2 0.395
H 0.601 -2.470 -1.077 -0.1 0.0 0.0 0.300
H 1.057 -2.157 0.636 -0.1 -0.2 -0.2 0.260
H 0.082 -3.566 0.206 -0.4 0.5 0.1 0.418
```
Positions in Å, forces in eV/Å.

E_HOMO (spin up / spin down): -14.172 / -14.169 eV
strongest force on any atom: 12.1 eV/A
net charge: +2
relative energy (zero: lowest compared OMol25 entry of this formula, charge and spin): 9.7653 eV



An isolated molecule of C10H12N2S at a distorted geometry, computed with ωB97M-V/def2-TZVPD.

The geometry in XYZ format:
```
25
Properties=species:S:1:pos:R:3:forces:R:3:mulliken_charge:R:1
C -1.340 1.771 1.897 -0.9 -1.2 0.7 -0.565
C -0.272 0.038 2.568 -0.9 0.8 0.5 -0.049
C -1.024 1.044 0.788 1.8 0.0 -0.2 0.545
C -0.023 1.876 -1.423 -2.5 4.0 1.0 0.087
C 0.968 1.248 -1.969 3.2 -3.4 -1.8 -0.466
C -1.054 1.558 -0.522 2.1 -2.3 -1.1 -1.168
C 0.403 -0.992 0.389 1.0 -0.8 -0.2 0.026
C -0.139 -1.027 -1.023 0.4 -0.7 -0.8 0.186
C 1.952 -0.801 0.461 0.7 1.9 1.7 -1.204
C -1.022 -2.266 -1.378 3.4 0.0 4.3 -1.690
N -0.966 1.084 2.995 0.9 -0.4 1.3 -0.700
N -0.249 -0.007 1.239 -0.5 0.2 -1.2 0.243
S 0.979 -0.490 -2.250 -1.2 0.2 0.6 -0.067
H -1.921 2.658 1.993 -0.2 0.5 -0.2 0.463
H 0.116 -0.769 3.147 0.3 -0.1 0.5 0.409
H -0.158 2.966 -1.756 0.5 -1.3 0.4 0.249
H 1.897 1.605 -2.411 -0.6 0.8 -0.1 0.371
H -1.899 2.079 -0.689 -2.8 2.0 -0.5 0.646
H 0.149 -1.966 0.799 0.0 -0.2 0.3 0.460
H 2.153 0.185 -0.034 0.0 -0.7 0.8 0.326
H 2.717 -1.459 0.002 -1.3 -0.3 0.1 0.328
H 2.256 -0.678 1.573 -0.5 -0.2 -1.7 0.290
H -0.391 -3.248 -1.333 -1.2 1.5 0.6 0.267
H -1.237 -2.195 -2.330 -1.7 0.4 -4.8 0.649
H -1.896 -2.216 -0.733 0.0 -0.6 0.0 0.363
```
Positions in Å, forces in eV/Å.

E_HOMO (spin up / spin down): -7.149 / -7.617 eV
strongest force on any atom: 5.5 eV/A
relative energy (zero: lowest compared OMol25 entry of this formula, charge and spin): 4.3251 eV